{
  "formula": "C15H15N7S4Zn",
  "method": "the ωB97M-V functional and the def2-TZVPD basis",
  "symbols": ["Zn", "S", "S", "S", "S", "N", "N", "N", "N", "N", "N", "N", "C", "C", "C", "C", "C", "C", "C", "C", "C", "C", "C", "C", "C", "C", "C", "H", "H", "H", "H", "H", "H", "H", "H", "H", "H", "H", "H", "H", "H", "H"],
  "xyz": [[-0.33766, -0.88280, -0.33981], [-0.90531, 1.70318, -1.26591], [1.48410, -1.41471, -1.97911], [-0.43473, -2.53298, 1.77003], [2.24398, -1.84333, 3.07651], [0.50409, 2.97962, 0.60421], [1.15759, -3.53254, -3.53253], [-1.37601, -1.99954, -1.79610], [-2.45972, -0.51198, 0.15774], [1.21547, -0.59639, 1.07518], [-0.78651, -2.78840, -2.69464], [-0.59786, 4.29307, -0.90419], [-2.65003, -1.89544, -1.79173], [2.47887, -0.04714, 1.25232], [-0.29080, 3.05074, -0.47413], [4.34671, 1.38272, 0.78146], [-5.19130, -0.19383, 0.37790], [0.53846, -2.62965, -2.74648], [-4.34000, 0.37660, 1.31537], [3.08001, 0.92120, 0.44961], [3.18789, -0.57534, 2.34047], [-2.98020, 0.18536, 1.16275], [4.45243, -0.11178, 2.67554], [-4.65508, -0.94032, -0.65535], [-3.27466, -1.08778, -0.73668], [0.96084, -1.59342, 1.91110], [5.02517, 0.88329, 1.89358], [4.99229, -0.53725, 3.51569], [-6.26356, -0.05705, 0.45730], [0.61627, -4.24607, -3.98839], [-3.25867, -2.41374, -2.52701], [2.14983, -3.47455, -3.65718], [2.58637, 1.24916, -0.46166], [-2.27302, 0.59944, 1.87320], [-0.32953, 5.11865, -0.39957], [-5.28689, -1.41782, -1.39639], [-1.24252, 4.37175, -1.66884], [-4.71979, 0.95288, 2.14940], [6.01384, 1.25570, 2.14011], [4.82204, 2.13127, 0.15669], [0.98011, 3.78885, 0.96089], [0.81747, 2.08034, 0.91864]],
  "lumo_energy_ev": -0.056,
  "energy_ev": -117991.33852,
  "multiplicity": 1,
  "e_homo_ev": -7.4
}